# 1
{"formula": "C2H4N4", "method": "wB97M-V/def2-TZVPD", "gap_ev": 9.69, "smiles": "Nc1ncn[nH]1", "elements": ["N", "C", "N", "C", "N", "N", "H", "H", "H", "H"], "positions_angstrom": [[1.640, 0.063, 0.662], [0.311, 0.148, 0.253], [-0.790, 0.210, 0.987], [-1.794, -0.110, 0.087], [-1.431, -0.383, -1.112], [-0.040, -0.191, -1.041], [1.941, 0.404, 1.589], [2.371, 0.180, -0.033], [-2.786, 0.028, 0.452], [0.578, -0.349, -1.843]], "mulliken_charge": [-0.427, 0.465, -0.592, -0.032, -0.609, 0.095, 0.250, 0.223, 0.410, 0.217]}



# 2
{"formula": "C2H4N4", "method": "wB97M-V/def2-TZVPD", "gap_ev": 10.57, "smiles": "Cn1cnnn1", "elements": ["C", "N", "C", "N", "N", "N", "H", "H", "H", "H"], "positions_angstrom": [[-0.215, 1.832, -0.780], [0.226, 0.482, -0.231], [0.318, -0.689, -0.861], [0.238, -1.544, 0.178], [-0.329, -0.979, 1.172], [-0.196, 0.217, 0.970], [0.196, 2.614, -0.164], [-1.332, 2.175, -0.726], [0.145, 1.853, -1.947], [0.804, -0.734, -1.938]], "mulliken_charge": [-0.599, 0.408, 0.072, -0.299, -0.315, -0.304, 0.256, 0.253, 0.257, 0.270]}



# 3
{"formula": "C2H4N4", "method": "wB97M-V/def2-TZVPD", "gap_ev": 9.17, "smiles": "[H]/N=N/N1C=C1N", "elements": ["H", "N", "N", "N", "C", "C", "N", "H", "H", "H"], "positions_angstrom": [[1.006, -2.635, -0.077], [0.558, -1.728, -0.253], [1.477, -0.907, -0.380], [0.977, 0.368, -0.739], [0.728, 1.292, 0.406], [-0.296, 0.695, -0.109], [-1.594, 0.435, -0.387], [1.253, 2.114, 0.859], [-1.780, -0.550, -0.525], [-2.276, 0.915, 0.181]], "mulliken_charge": [0.245, -0.323, -0.145, -0.273, -0.466, 0.539, -0.458, 0.349, 0.285, 0.246]}



# 4
{"formula": "C2H4N4", "method": "wB97M-V/def2-TZVPD", "gap_ev": 9.91, "elements": ["C", "C", "N", "N", "N", "N", "H", "H", "H", "H"], "positions_angstrom": [[-0.613, -0.028, -0.572], [0.710, -1.665, -0.438], [-0.469, -1.231, -0.879], [0.444, 0.454, 0.125], [1.504, -0.983, 0.291], [-0.112, 1.628, 0.867], [-1.420, 0.675, -0.523], [1.147, -2.612, -0.576], [-1.024, 1.261, 1.265], [-0.167, 2.500, 0.440]], "mulliken_charge": [-0.063, 0.069, -0.628, 0.047, -0.294, -0.589, 0.519, 0.403, 0.298, 0.237]}



# 5
{"formula": "C2H4N4", "method": "wB97M-V/def2-TZVPD", "gap_ev": 11.03, "charge": 2, "elements": ["C", "C", "N", "N", "N", "N", "H", "H", "H", "H"], "positions_angstrom": [[0.076, -0.033, -0.362], [-1.319, 0.023, 0.293], [-2.379, 2.199, -0.142], [-2.503, -2.094, -0.086], [-1.978, 1.200, 0.050], [-2.040, -1.122, 0.110], [0.031, -0.050, -1.453], [0.673, 0.830, -0.055], [0.615, -0.922, -0.026], [-0.913, 0.165, 1.803]], "mulliken_charge": [-1.150, 0.038, 0.023, 0.039, 0.589, 0.577, 0.440, 0.422, 0.431, 0.590]}



# 6
{"formula": "C2H4N4O", "method": "wB97M-V/def2-TZVPD", "gap_ev": 10.35, "elements": ["C", "N", "C", "O", "N", "N", "N", "H", "H", "H", "H"], "positions_angstrom": [[0.482, 1.336, -0.277], [-1.660, 0.225, 0.587], [-0.351, 0.170, 0.046], [1.025, -1.680, 0.803], [-1.366, -1.174, 0.293], [-1.609, -0.162, -0.664], [0.029, -1.175, -0.027], [1.338, -2.468, 0.314], [0.977, 1.203, -1.243], [1.251, 1.475, 0.489], [-0.116, 2.250, -0.321]], "mulliken_charge": [-1.125, -0.365, 1.140, -0.403, -0.262, -0.281, -0.029, 0.387, 0.290, 0.302, 0.346]}



Here are the calculated electronic energy numbers, same order: -297.6299, -297.5098, -297.4628, -297.4738, -296.6897, -372.5645 (a.u.).
Here are the calculated relative energy (zero: lowest compared OMol25 entry of this formula, charge and spin) numbers, same order: 37.9, 353.1, 476.4, 447.6, 248.3, 881.8 (kJ/mol).
Here are the calculated LUMO energy numbers, same order: 0.68, 0.58, 0.93, 0.03, -12.52, 0.84 (eV).